# 1
{"formula": "C6H8S", "method": "ωB97M-V/def2-TZVPD", "orbital_gap_ha": 0.336, "energy_ha": -631.4479, "homo_ha": -0.3003, "largest_force_ev_per_a": 3.75, "elements": ["C", "C", "C", "C", "C", "C", "H", "H", "H", "H", "H", "H", "H", "H", "S"], "xyz": [[-2.07, -0.28, -0.01], [-0.57, -0.45, -0.16], [0.02, -1.65, -0.16], [1.66, 0.21, -0.40], [1.36, 1.60, 0.00], [0.43, 0.51, 0.32], [-2.54, 0.69, -0.57], [-2.20, 0.03, 1.08], [-2.76, -1.11, -0.16], [-0.44, -2.58, -0.12], [1.48, 0.10, -1.49], [1.85, 1.90, 1.00], [1.30, 2.31, -0.80], [0.66, 0.18, 1.37], [1.81, -1.45, 0.11]], "lowdin_charge": [-0.068, -0.357, -0.296, -0.595, -0.049, -0.377, 0.119, 0.093, 0.062, 0.058, 0.111, 0.137, 0.105, 0.133, 0.926]}


# 2
{"formula": "C3H10NO3", "method": "ωB97M-V/def2-TZVPD", "orbital_gap_ha": 0.418, "energy_ha": -400.5179, "homo_ha": -0.5520, "largest_force_ev_per_a": 2.13, "charge": 1, "elements": ["O", "C", "C", "C", "O", "N", "H", "H", "H", "H", "H", "H", "H", "H", "H", "H", "O"], "xyz": [[1.25, 1.35, 0.90], [0.71, 1.48, -0.17], [0.53, 0.24, -1.02], [-0.92, 0.07, -1.50], [-1.79, -0.28, -0.47], [0.99, -0.90, -0.17], [0.40, 2.48, -0.48], [1.22, 0.30, -1.85], [-0.94, -0.70, -2.28], [-1.24, 0.95, -2.07], [-2.25, 0.51, -0.14], [1.57, -0.42, 0.53], [0.25, -1.23, 0.55], [1.25, -1.67, -0.77], [-0.35, -0.76, 2.67], [-1.34, -1.85, 2.18], [-0.54, -1.36, 1.94]], "lowdin_charge": [0.085, -0.138, -0.219, -0.209, -0.023, 0.198, 0.152, 0.166, 0.134, 0.139, 0.120, 0.135, 0.113, 0.182, 0.088, 0.092, -0.017]}


# 3
{"formula": "H24O12", "method": "ωB97M-V/def2-TZVPD", "orbital_gap_ha": 0.384, "smiles": "O.O.O.O.O.O.O.O.O.O.O.O", "energy_ha": -917.2960, "homo_ha": -0.3945, "largest_force_ev_per_a": 0.78, "elements": ["O", "H", "H", "O", "H", "H", "O", "H", "H", "O", "H", "H", "O", "H", "H", "O", "H", "H", "O", "H", "H", "O", "H", "H", "O", "H", "H", "O", "H", "H", "O", "H", "H", "O", "H", "H"], "xyz": [[2.17, 0.79, -2.55], [2.66, 0.01, -2.84], [2.25, 0.82, -1.59], [-3.15, -0.72, -0.50], [-3.55, -1.21, -1.23], [-2.40, -0.24, -0.89], [-3.49, -0.82, 2.33], [-4.33, -0.37, 2.41], [-3.36, -0.93, 1.36], [-1.54, 3.56, 1.22], [-1.74, 2.69, 1.64], [-2.00, 3.58, 0.37], [2.10, 1.58, 0.25], [1.40, 0.96, 0.53], [2.22, 2.20, 0.98], [3.83, -0.89, 0.09], [4.58, -0.66, -0.46], [3.41, -0.05, 0.31], [-1.10, 0.73, -1.90], [-0.38, 0.88, -2.53], [-1.37, 1.61, -1.63], [0.14, -1.86, -1.72], [-0.49, -1.32, -2.22], [-0.38, -2.61, -1.39], [2.44, -2.77, -3.15], [2.01, -3.36, -3.77], [1.72, -2.38, -2.62], [-1.52, 1.37, 2.86], [-0.71, 0.84, 2.93], [-2.24, 0.73, 2.71], [0.03, -0.28, 0.67], [-0.75, 0.18, 0.33], [0.47, -0.68, -0.11], [0.64, -0.42, 3.44], [1.07, -0.59, 2.59], [1.36, -0.36, 4.08]], "lowdin_charge": [-0.053, 0.032, -0.013, -0.043, 0.063, -0.002, -0.063, 0.050, 0.004, -0.090, -0.007, 0.008, -0.062, 0.012, 0.071, -0.060, 0.041, -0.011, -0.049, 0.060, 0.076, -0.039, 0.044, 0.086, -0.075, 0.028, -0.013, -0.069, 0.009, 0.016, -0.055, 0.028, 0.039, -0.045, 0.024, 0.058]}


# 4
{"formula": "C4H10NO", "method": "ωB97M-V/def2-TZVPD", "orbital_gap_ha": 0.238, "smiles": "CN[C@H](C)C[O-]", "energy_ha": -288.3520, "homo_ha": -0.0878, "largest_force_ev_per_a": 1.97, "charge": -1, "elements": ["C", "N", "C", "C", "C", "O", "H", "H", "H", "H", "H", "H", "H", "H", "H", "H"], "xyz": [[0.66, -1.99, -0.97], [-0.51, -1.10, -0.73], [-0.11, -0.03, 0.28], [-0.93, -0.13, 1.55], [0.00, 1.38, -0.34], [0.77, 2.22, 0.34], [0.82, -2.56, -0.07], [0.46, -2.52, -1.91], [1.51, -1.38, -1.29], [-0.39, -0.46, -1.52], [0.93, -0.24, 0.55], [-0.34, 0.31, 2.36], [-1.18, -1.13, 1.89], [-1.87, 0.43, 1.48], [-1.02, 1.66, -0.70], [0.51, 1.14, -1.35]], "lowdin_charge": [-0.170, -0.110, -0.434, -0.092, -0.559, -0.325, 0.066, 0.061, 0.066, 0.050, 0.108, 0.061, 0.051, 0.063, 0.085, 0.079]}


# 5
{"formula": "C4H25NO10S", "method": "ωB97M-V/def2-TZVPD", "orbital_gap_ha": [0.102, 0.339], "spin_multiplicity": 2, "energy_ha": -1372.7084, "homo_ha": [-0.0041, -0.2458], "largest_force_ev_per_a": 4.67, "s2": 0.75, "charge": -1, "elements": ["O", "C", "N", "C", "O", "C", "C", "S", "H", "H", "H", "H", "H", "H", "H", "H", "H", "H", "H", "O", "H", "H", "O", "H", "H", "O", "H", "H", "O", "H", "H", "O", "H", "H", "O", "H", "H", "O", "H", "H", "O"], "xyz": [[-0.31, -1.84, 1.30], [0.71, -1.17, 1.34], [0.71, 0.14, 1.77], [1.91, 0.97, 1.86], [1.76, 2.27, 1.27], [1.83, -1.68, 0.47], [1.79, -3.17, 0.20], [2.23, -3.62, -1.54], [-0.14, 0.56, 2.13], [2.63, 0.55, 1.11], [2.18, 1.17, 2.97], [0.86, 2.60, 1.43], [2.87, -1.26, 0.71], [1.97, -1.03, -0.53], [2.50, -3.64, 0.88], [0.70, -3.28, 0.42], [2.57, -2.35, -1.80], [1.02, 2.59, -2.06], [1.24, 2.56, -3.58], [1.72, 2.64, -2.74], [-2.24, -1.11, 1.09], [-3.29, -1.80, 0.32], [-3.06, -0.89, 0.60], [-1.14, 1.11, -3.03], [-1.75, 2.27, -3.78], [-0.93, 1.78, -3.68], [-3.25, 1.94, -0.97], [-1.80, 2.12, -0.40], [-2.66, 2.52, -0.46], [3.58, 0.07, -1.81], [2.56, 1.15, -1.38], [2.89, 0.22, -1.16], [-0.61, 0.20, -0.81], [-2.13, 0.07, -0.62], [-1.45, 0.24, -1.28], [-4.23, 1.76, 1.06], [-4.25, 0.20, 1.33], [-4.57, 1.07, 1.65], [-1.86, 2.18, 2.65], [-3.28, 1.61, 2.85], [-2.40, 1.68, 3.27]], "lowdin_charge": [-0.019, -0.487, 0.089, -0.278, -0.132, -0.249, -0.534, 0.662, 0.103, 0.092, 0.137, 0.025, 0.121, 0.092, 0.060, 0.067, -0.185, 0.012, 0.018, -0.108, 0.041, 0.088, -0.081, -0.020, 0.026, -0.064, 0.014, -0.047, -0.105, 0.059, 0.061, -0.113, 0.019, -0.016, -0.093, 0.007, 0.007, -0.101, -0.031, -0.016, -0.118]}


# 6
{"formula": "C10H7FeN2O3", "method": "ωB97M-V/def2-TZVPD", "orbital_gap_ha": [0.208, 0.230], "spin_multiplicity": 5, "energy_ha": -1983.7907, "homo_ha": [-0.4775, -0.4770], "largest_force_ev_per_a": 8.23, "s2": 6.29, "charge": 1, "elements": ["Fe", "O", "C", "O", "C", "C", "C", "C", "C", "C", "C", "C", "C", "N", "H", "H", "H", "H", "H", "H", "O", "N", "H"], "xyz": [[0.00, 0.00, 0.00], [3.59, 0.00, 1.50], [2.35, 0.00, 1.19], [1.87, 0.00, 0.01], [1.33, 0.00, 2.30], [1.72, 0.00, 3.63], [0.75, 0.00, 4.63], [-0.60, 0.00, 4.27], [-1.63, 0.00, 5.23], [-2.96, 0.00, 4.84], [-3.28, 0.00, 3.49], [-2.26, 0.00, 2.53], [-0.92, 0.00, 2.90], [0.01, 0.00, 1.93], [2.78, 0.00, 3.88], [1.06, 0.00, 5.67], [-1.38, 0.00, 6.29], [-3.75, 0.00, 5.59], [-4.32, 0.00, 3.17], [-2.51, 0.00, 1.48], [-1.05, 2.58, 0.00], [0.00, 1.98, 0.00], [-1.69, 0.00, 0.00]], "lowdin_charge": [0.911, 0.089, -0.521, -0.080, -0.133, 0.052, 0.067, -0.142, 0.015, -0.037, -0.024, -0.022, -0.220, 0.025, 0.139, 0.140, 0.131, 0.122, 0.123, 0.050, 0.110, 0.106, 0.098]}